{"formula": "C4H8N2S", "method": "ωB97M-V/def2-TZVPD", "elements": ["C", "C", "S", "C", "N", "N", "C", "H", "H", "H", "H", "H", "H", "H", "H"], "positions_angstrom": [[-0.7727, 2.0829, -0.9360], [-0.8879, 0.8977, -0.3566], [-2.4993, 0.2481, 0.0964], [-1.6259, -1.4507, 0.0967], [-0.3192, -1.1533, 0.6317], [0.0919, -0.0388, -0.0952], [1.5828, 0.0325, -0.0033], [-1.6184, 2.5455, -1.2260], [0.1282, 2.4402, -1.5537], [-1.4177, -1.7257, -0.9175], [-2.1996, -2.0992, 0.7758], [-0.3892, -1.0426, 1.6609], [2.0920, -0.4129, -0.8554], [1.9367, 1.1359, 0.1496], [1.9031, -0.5292, 0.8294]], "de_lowest_kcal_mol": 73.67, "charge": 0, "homo_ha": -0.2834, "smiles": "C=C1SCNN1C"}

***

{"formula": "C42H33N2O3P2SSr", "method": "ωB97M-V/def2-TZVPD", "elements": ["Sr", "O", "S", "C", "C", "C", "C", "C", "C", "P", "C", "C", "C", "C", "C", "C", "C", "C", "C", "C", "C", "C", "C", "C", "C", "C", "C", "C", "P", "C", "C", "C", "C", "C", "C", "C", "C", "C", "C", "C", "C", "H", "H", "H", "H", "H", "H", "H", "H", "H", "H", "H", "H", "H", "H", "H", "H", "H", "H", "H", "H", "H", "H", "H", "H", "H", "H", "H", "H", "O", "N", "N", "O", "C", "C", "C", "C", "C", "C", "H", "H", "H", "H", "H"], "positions_angstrom": [[-1.2157, -0.7420, 1.6778], [-4.0496, -0.5133, 0.0460], [-2.7771, 0.0903, -0.3580], [-2.4717, -0.4941, -2.0550], [-3.1212, 0.0062, -3.1711], [-2.9222, -0.5638, -4.4160], [-2.0416, -1.6236, -4.5529], [-1.3840, -2.1215, -3.4444], [-1.6024, -1.5773, -2.1775], [-0.8753, -2.4213, -0.7174], [-1.3482, -4.1294, -1.1809], [-2.5832, -4.6011, -0.7514], [-3.0112, -5.8633, -1.1211], [-2.2111, -6.6593, -1.9243], [-0.9793, -6.1935, -2.3525], [-0.5429, -4.9356, -1.9812], [0.9056, -2.4586, -1.0898], [1.6703, -3.2688, -0.2533], [3.0410, -3.3376, -0.4102], [3.6589, -2.5817, -1.3948], [2.9049, -1.7442, -2.2008], [1.5303, -1.6725, -2.0491], [-3.0635, 1.8422, -0.6651], [-4.1702, 2.3070, -1.3582], [-4.2280, 3.6366, -1.7389], [-3.1937, 4.4949, -1.3938], [-2.1703, 4.0618, -0.5699], [-2.1004, 2.7252, -0.1764], [-0.9807, 2.2192, 1.1909], [-1.1865, 3.7327, 2.2092], [-0.2385, 4.7500, 2.2601], [-0.4840, 5.8844, 3.0131], [-1.6738, 6.0161, 3.7087], [-2.6241, 5.0085, 3.6557], [-2.3803, 3.8684, 2.9130], [0.6974, 2.4520, 0.5395], [1.7400, 2.3597, 1.4620], [3.0483, 2.4972, 1.0424], [3.3207, 2.7212, -0.2994], [2.2894, 2.7815, -1.2208], [0.9748, 2.6433, -0.8073], [-3.7991, 0.8367, -3.0778], [-3.4640, -0.1827, -5.2684], [-1.8811, -2.0714, -5.5205], [-0.7137, -2.9613, -3.5536], [-3.2083, -3.9687, -0.1319], [-3.9672, -6.2294, -0.7817], [-2.5484, -7.6402, -2.2211], [-0.3538, -6.8120, -2.9778], [0.4267, -4.5862, -2.3076], [1.1713, -3.8524, 0.5145], [3.6261, -3.9802, 0.2300], [4.7285, -2.6422, -1.5290], [3.3914, -1.1410, -2.9524], [0.9449, -1.0107, -2.6730], [-4.9856, 1.6286, -1.5625], [-5.0699, 3.9966, -2.3106], [-3.2122, 5.5190, -1.7318], [-1.4243, 4.7608, -0.2177], [0.6884, 4.6635, 1.7118], [0.2566, 6.6689, 3.0526], [-1.8644, 6.9068, 4.2864], [-3.5524, 5.1125, 4.1959], [-3.1222, 3.0791, 2.8643], [1.5129, 2.1754, 2.5083], [3.8570, 2.4293, 1.7550], [4.3415, 2.8467, -0.6261], [2.5092, 2.9422, -2.2659], [0.1663, 2.6820, -1.5252], [0.4469, -0.2587, 0.4348], [1.6134, -0.4686, 0.9514], [1.6188, -0.9325, 2.1184], [0.5458, -1.2002, 2.7997], [2.8714, -1.1409, 2.7303], [4.0450, -0.8557, 2.0370], [5.2617, -1.0383, 2.6652], [5.3158, -1.5029, 3.9722], [4.1451, -1.7983, 4.6521], [2.9194, -1.6194, 4.0349], [3.9895, -0.4960, 1.0234], [6.1741, -0.8144, 2.1347], [6.2695, -1.6320, 4.4597], [4.1817, -2.1656, 5.6664], [1.9970, -1.8418, 4.5492]], "charge": 1, "homo_ha": -0.4036}

***

{"formula": "C7H8ClP", "method": "ωB97M-V/def2-TZVPD", "elements": ["C", "C", "C", "C", "C", "C", "C", "P", "Cl", "H", "H", "H", "H", "H", "H", "H", "H"], "positions_angstrom": [[-0.4900, 2.4272, 1.1681], [0.6976, 1.7969, 1.0676], [-1.6827, 1.7783, 0.9128], [0.8552, 0.5715, 0.4774], [-1.5583, 0.4678, 0.3225], [-0.2847, -0.0143, 0.0001], [-0.0025, -2.3882, -1.3695], [1.6681, -1.7284, -1.4574], [-0.9230, -2.2371, -2.8261], [-0.4859, 3.4240, 1.6090], [1.5844, 2.4167, 1.4002], [-2.6646, 2.2640, 1.1135], [1.8170, -0.0427, 0.6678], [-2.4353, -0.1374, 0.2288], [-0.2908, -3.2644, -0.8065], [1.8820, -2.6118, -0.2410], [2.3133, -2.7221, -2.2676]], "de_lowest_kcal_mol": 0.00, "charge": 0, "homo_ha": [-0.2855, -0.3423], "multiplicity": 3}

***

no.,maximum force (eV/A)
1,4.097
2,4.989
3,3.462